(1)
Below is one molecule with the formula C5H9NO4, with properties calculated with ωB97M-V/def2-TZVPD.

## Properties
multiplicity: 1
orbital gap: 0.386 Eh
SMILES: O=C(O)OC[C@]1(CO)CN1

XYZ file:
```
19
Properties=species:S:1:pos:R:3:nbo_charge:R:1
O 3.426 0.336 -0.065 -0.592
C 2.389 0.757 0.393 0.990
O 2.005 2.029 0.338 -0.712
O 1.600 -0.006 1.133 -0.505
C 0.190 0.210 1.180 -0.074
C -0.512 -0.483 0.025 0.004
C -1.982 -0.139 -0.093 -0.067
O -2.227 1.249 -0.181 -0.710
C -0.065 -1.822 -0.419 -0.249
N 0.290 -0.628 -1.184 -0.600
H 2.054 2.330 -0.577 0.506
H -0.031 1.283 1.178 0.215
H -0.145 -0.225 2.129 0.201
H -2.510 -0.490 0.805 0.192
H -2.409 -0.672 -0.959 0.165
H -1.754 1.611 -0.935 0.465
H 0.765 -2.307 0.098 0.221
H -0.815 -2.498 -0.836 0.196
H -0.270 -0.537 -2.029 0.353
```

---

(2)
Below is a 2-piece molecular cluster, C5H9NO4 overall, with properties calculated with ωB97M-V/def2-TZVPD.

## Properties
multiplicity: 1
orbital gap: 0.426 Eh
SMILES: N#C[C@@H](CCO)OC=O.O

XYZ file:
```
19
Properties=species:S:1:pos:R:3:nbo_charge:R:1
N 1.911 0.890 1.960 -0.296
C 1.054 0.485 1.298 0.268
C -0.001 -0.107 0.443 0.001
C 0.573 -0.607 -0.883 -0.437
C -0.520 -1.020 -1.868 -0.062
O 0.015 -1.424 -3.108 -0.703
O -0.601 -1.179 1.172 -0.488
C -1.935 -1.210 1.294 0.642
O -2.476 -2.105 1.881 -0.524
H -0.752 0.678 0.250 0.218
H 1.250 -1.450 -0.685 0.225
H 1.165 0.204 -1.329 0.235
H -1.173 -0.161 -2.074 0.178
H -1.147 -1.819 -1.439 0.168
H 0.446 -2.278 -3.012 0.470
H -2.457 -0.362 0.806 0.104
O 1.719 4.169 1.718 -0.942
H 0.852 3.900 1.399 0.461
H 2.077 3.394 2.178 0.483
```

---

(3)
Below is a 2-piece molecular cluster, C5H9NO4 overall, with properties calculated with ωB97M-V/def2-TZVPD.

## Properties
multiplicity: 1
orbital gap (spin up / spin down): 0.349 / 0.223 Eh

XYZ file:
```
19
Properties=species:S:1:pos:R:3:nbo_charge:R:1
O 3.988 -1.131 0.236 -0.235
N 2.845 -0.734 0.337 0.505
O 1.803 -1.351 0.662 -0.269
O 2.334 3.430 -0.261 -0.480
C 1.882 2.951 1.044 -0.111
C 2.020 4.494 0.659 0.142
C 3.251 5.395 0.782 -0.637
C 0.708 5.070 0.634 -0.073
C 0.453 6.420 0.085 -0.142
O 0.264 6.404 -1.347 -0.727
H 0.907 2.439 1.076 0.190
H 2.597 2.580 1.798 0.183
H 4.109 4.849 1.150 0.226
H 3.553 5.822 -0.182 0.231
H 3.098 6.230 1.436 0.209
H -0.072 4.329 0.586 0.178
H -0.471 6.755 0.557 0.173
H 1.302 7.045 0.358 0.168
H 0.144 7.294 -1.684 0.470
```

---

Values for largest force on an atom, eV/Å, ordered as above
2.31; 1.21; 4.07
Values for energy relative to the best compared isomer or geometry (same formula, charge and spin), eV, ordered as above
2.345; 2.286; 8.945
Values for E, Ha, ordered as above
-551.6036; -551.6058; -551.3611